Record 1
{"formula": "C4H12", "method": "ωB97M-V/def2-TZVPD", "total_energy_ev": -4330.7220, "gap_ev": [12.2, 3.7], "homo_energy_ev": [-15.57, -15.19], "e_lumo_ha": [-0.124, -0.421], "fmax_ev_per_a": 2.4, "spin_multiplicity": 2, "relative_energy_kcal_mol": 11.8, "charge": 1, "symbols": ["C", "C", "H", "H", "H", "H", "H", "H", "C", "C", "H", "H", "H", "H", "H", "H"], "xyz": [[-0.2171, 1.7641, -1.5021], [-1.2194, 1.6107, -0.4261], [0.7666, 1.5322, -0.9526], [-0.2883, 1.0389, -2.3137], [-0.0656, 2.7959, -1.8259], [-1.4232, 0.6068, -0.0644], [-1.1834, 2.2680, 0.4501], [-2.1381, 2.0137, -0.9781], [1.2977, -1.2580, 1.2203], [0.1269, -2.1246, 0.6735], [0.9191, -0.6675, 2.0543], [2.1534, -1.8532, 1.5261], [1.7016, -0.5378, 0.4825], [-0.6781, -1.4278, 0.4640], [-0.1352, -2.6834, 1.5802], [0.4263, -2.8241, -0.0951]], "lowdin_spin": [0.272, 0.264, 0.159, 0.013, 0.014, 0.006, 0.021, 0.154, 0.035, 0.023, 0.002, 0.005, 0.016, 0.003, 0.013, 0.001]}

Record 2
{"formula": "C36H50HgN6O4PS3", "method": "ωB97M-V/def2-TZVPD", "total_energy_ev": -101248.5616, "gap_ev": [4.4, 5.7], "homo_energy_ev": [-0.79, -2.07], "e_lumo_ha": [0.134, 0.134], "fmax_ev_per_a": 0.3, "spin_multiplicity": 2, "relative_energy_kcal_mol": 0.0, "charge": -2, "symbols": ["Hg", "C", "C", "C", "C", "C", "C", "C", "S", "O", "O", "N", "C", "C", "C", "C", "C", "N", "H", "H", "H", "H", "H", "H", "H", "H", "H", "H", "H", "S", "C", "S", "C", "C", "N", "C", "N", "C", "N", "C", "N", "O", "H", "H", "H", "H", "H", "H", "O", "P", "C", "C", "C", "C", "C", "C", "C", "C", "C", "C", "C", "C", "C", "C", "C", "C", "C", "C", "H", "H", "H", "H", "H", "H", "H", "H", "H", "H", "H", "H", "H", "H", "H", "H", "H", "H", "H", "H", "H", "H", "H", "H", "H", "H", "H", "H", "H", "H", "H", "H", "H"], "xyz": [[0.6972, 1.1766, 1.9616], [5.1720, 6.0059, 4.5788], [4.9868, 4.9428, 3.5274], [4.4252, 3.7104, 3.8483], [4.2596, 2.7301, 2.8833], [4.6487, 2.9840, 1.5761], [5.2075, 4.2054, 1.2340], [5.3769, 5.1760, 2.2112], [4.3469, 1.7416, 0.3402], [5.1014, 2.1471, -0.8379], [4.7281, 0.4887, 0.9453], [2.7793, 1.7813, 0.1855], [2.0586, 2.3284, -0.8306], [2.5466, 2.8123, -2.0714], [1.6485, 3.2561, -3.0160], [0.2786, 3.2409, -2.7593], [-0.1168, 2.7693, -1.5194], [0.7292, 2.3284, -0.5998], [4.7065, 5.7095, 5.5183], [4.7271, 6.9526, 4.2648], [6.2321, 6.1897, 4.7719], [4.0946, 3.5083, 4.8608], [3.8096, 1.7809, 3.1452], [5.5051, 4.3794, 0.2083], [5.8135, 6.1338, 1.9454], [3.6076, 2.8063, -2.2619], [2.0213, 3.6185, -3.9688], [-0.4477, 3.5906, -3.4813], [-1.1649, 2.7536, -1.2328], [0.7793, -1.1677, 3.3014], [1.0603, -0.2479, 4.7322], [1.3029, 1.4530, 4.6631], [1.0828, -0.9113, 5.9685], [1.3220, -0.2340, 7.1961], [1.5107, 0.2588, 8.2245], [0.8456, -2.3081, 6.0857], [0.6484, -3.4379, 6.2347], [-5.4991, 0.8563, 0.0188], [-4.6877, 2.0061, -0.3393], [-3.4425, 2.2671, 0.2341], [-2.7537, 1.1633, 0.6272], [-3.0649, 3.4210, 0.3649], [-6.5412, 1.1637, 0.1176], [-5.1753, 0.4353, 0.9721], [-5.4594, 0.0679, -0.7345], [-5.1785, 2.8713, -0.4888], [-2.8206, 0.3133, 0.0853], [-1.8201, 1.2897, 1.0051], [-1.2513, -0.8980, -0.7260], [-1.1650, -2.1887, -1.4684], [-2.0239, -2.1041, -3.1091], [-1.7229, -0.7648, -3.8199], [-2.5643, 0.4016, -3.3038], [-4.0531, 0.0967, -3.3922], [-4.3540, -1.1758, -2.6115], [-3.5390, -2.3592, -3.1245], [-1.9443, -3.6341, -0.6066], [-1.0549, -4.4741, 0.3287], [-0.7959, -3.8177, 1.6827], [-2.0961, -3.4921, 2.4012], [-2.9420, -2.5867, 1.5161], [-3.2231, -3.2335, 0.1592], [0.5087, -2.8053, -1.9206], [1.5294, -2.7133, -0.7663], [2.1737, -1.3405, -0.6228], [2.8277, -0.9091, -1.9284], [1.7733, -0.8665, -3.0274], [1.1473, -2.2492, -3.2048], [-1.5580, -2.9134, -3.6856], [-1.9199, -0.9057, -4.8913], [-0.6722, -0.4989, -3.7275], [-2.3146, 1.3044, -3.8665], [-2.2915, 0.5918, -2.2641], [-4.3466, -0.0422, -4.4415], [-4.6377, 0.9325, -2.9979], [-5.4206, -1.4202, -2.6485], [-4.1033, -0.9932, -1.5655], [-3.8308, -2.5528, -4.1647], [-3.7898, -3.2632, -2.5665], [-2.2303, -4.2849, -1.4438], [-0.1158, -4.7404, -0.1592], [-1.5862, -5.4199, 0.5002], [-0.2518, -2.8797, 1.5593], [-0.1624, -4.4599, 2.2978], [-1.8703, -3.0004, 3.3484], [-2.6440, -4.4174, 2.6256], [-2.4027, -1.6467, 1.3673], [-3.8913, -2.3427, 2.0020], [-3.8476, -2.5727, -0.4362], [-3.8078, -4.1497, 0.3185], [0.2987, -3.8687, -2.1075], [2.3160, -3.4485, -0.9845], [1.0921, -3.0061, 0.1840], [2.9013, -1.3572, 0.1894], [1.4243, -0.5962, -0.3362], [3.6149, -1.6236, -2.2051], [3.3086, 0.0595, -1.8169], [2.2031, -0.5357, -3.9779], [1.0166, -0.1264, -2.7433], [1.9549, -2.9433, -3.4712], [0.4461, -2.2721, -4.0423]], "lowdin_spin": [0.360, 0.000, 0.000, 0.000, 0.000, 0.000, 0.000, 0.000, 0.006, 0.003, 0.001, 0.036, 0.011, 0.003, -0.002, 0.002, 0.007, 0.102, 0.000, 0.000, 0.000, 0.000, -0.001, 0.000, 0.000, 0.000, 0.000, 0.001, 0.001, 0.173, 0.019, 0.146, 0.012, 0.006, 0.003, 0.007, 0.003, 0.000, 0.001, 0.002, 0.021, 0.004, 0.000, 0.000, 0.000, 0.000, 0.000, 0.056, 0.007, 0.000, 0.000, 0.000, 0.000, 0.000, 0.000, 0.000, 0.000, 0.000, 0.000, 0.000, 0.000, 0.000, 0.000, 0.000, 0.002, 0.000, 0.000, 0.000, 0.000, 0.000, 0.000, 0.000, 0.000, 0.000, 0.000, 0.000, 0.000, 0.000, 0.000, 0.000, 0.000, 0.000, 0.000, 0.000, 0.000, 0.000, 0.000, 0.000, 0.000, 0.000, 0.000, 0.000, 0.000, 0.000, 0.006, 0.000, 0.000, 0.000, 0.000, 0.000, 0.000]}